# 1
# C39H37BiCl2N4O5

A structure of composition C39H37BiCl2N4O5 (ωB97M-V/def2-TZVPD, OMol25).

Each line ends with the Mulliken charge.
Positions of all 88 atoms, in Å:
Bi  -0.659  0.049  0.663  2.62
Cl  2.866  1.717  3.528  -0.13
Cl  1.600  -0.866  2.955  0.06
O  -0.959  -1.857  2.009  -0.74
O  -2.844  -3.838  3.290  -0.65
O  -1.822  -1.441  -0.597  -1.21
O  -4.082  -3.309  -1.183  -0.68
O  -3.829  -5.434  0.924  -0.57
N  -1.785  1.099  -1.297  0.23
N  -1.607  1.276  3.002  -0.02
N  -3.149  0.734  0.919  0.06
N  1.365  0.251  -0.275  0.07
C  -3.702  0.570  2.112  0.37
C  -3.354  -3.327  -0.207  0.14
C  1.699  -0.618  -2.574  -1.37
C  2.886  3.512  -1.273  0.37
C  -3.823  0.503  -0.200  0.20
C  -5.780  0.014  1.076  -1.08
C  1.129  2.479  0.562  -0.65
C  2.688  2.143  -1.192  -0.30
C  1.560  -3.064  -2.973  -1.60
C  -1.031  1.133  5.307  -0.89
C  -0.753  1.466  3.990  -0.08
C  -2.867  0.878  -3.819  -0.90
C  -2.267  0.573  5.590  -0.64
C  0.495  4.734  1.393  -1.54
C  1.262  -2.132  -0.678  -2.85
C  3.453  -1.023  -0.778  -1.09
C  2.279  -1.780  -3.376  0.20
C  -3.062  0.722  -1.438  0.99
C  -1.061  1.403  -2.359  -0.15
C  -2.689  -3.623  2.106  0.11
C  -5.054  0.242  2.232  -0.91
C  -1.562  1.314  -3.647  -0.92
C  2.139  4.376  -0.489  -1.10
C  -2.807  0.753  3.264  0.99
C  -1.873  -2.587  1.468  0.37
C  2.726  0.030  4.026  -0.55
C  3.911  4.022  -2.241  -1.79
C  -3.168  0.376  4.557  -0.96
C  3.999  -2.185  -1.612  0.37
C  -3.632  0.591  -2.703  -0.74
C  1.279  3.851  0.466  0.07
C  3.776  -1.910  -3.099  -1.30
C  1.796  -3.314  -1.485  0.39
C  1.743  1.574  -0.325  0.21
C  -5.161  0.107  -0.159  -0.56
C  3.290  -3.483  -1.238  -1.55
C  -3.387  -4.312  0.945  0.19
C  -2.298  -2.398  0.153  0.69
C  1.955  -0.819  -1.070  1.90
H  4.880  3.577  -2.026  0.35
H  -5.711  -0.114  -1.056  0.39
H  -0.050  1.730  -2.156  0.46
H  5.074  -2.289  -1.420  0.25
H  0.195  1.912  3.713  0.32
H  -4.127  -0.070  4.759  0.34
H  -5.527  0.182  3.197  0.39
H  3.711  -0.426  3.963  0.41
H  1.934  -3.908  -3.558  0.54
H  0.618  -0.577  -2.729  0.04
H  3.477  -3.729  -0.191  0.49
H  0.494  2.106  1.353  1.30
H  2.247  5.444  -0.606  0.34
H  -4.649  0.258  -2.818  0.37
H  -3.283  0.766  -4.807  0.45
H  4.005  5.101  -2.182  0.41
H  2.333  0.002  5.041  0.39
H  3.638  3.748  -3.259  0.33
H  3.572  -1.246  0.285  0.39
H  4.187  -2.731  -3.691  0.56
H  -0.570  4.646  1.171  0.29
H  -2.527  0.290  6.600  0.44
H  1.263  -4.220  -1.178  0.44
H  0.643  4.432  2.429  0.27
H  0.198  -2.034  -0.876  0.84
H  3.671  -4.303  -1.852  0.55
H  -0.941  1.569  -4.489  0.50
H  4.294  -0.994  -3.392  0.52
H  3.292  1.536  -1.845  0.65
H  0.791  5.776  1.288  0.40
H  1.401  -2.312  0.389  0.50
H  4.033  -0.127  -0.989  0.49
H  -0.304  1.318  6.083  0.48
H  0.491  -2.964  -3.169  0.50
H  -6.824  -0.251  1.141  0.46
H  2.124  -1.593  -4.446  0.33
H  2.121  0.321  -2.929  0.72

Computed properties:
**E_tot**: -3238.6090 a.u.
**ΔE to the lowest compared entry with this formula, charge and spin**: 0.755 eV
**Frontier orbital gap**: 6.67 eV
**HOMO energy**: -0.272 Eh
**Spin multiplicity**: 1

# 2
# C39H37BrF48NO11S

A cluster of 7 separate species, C39H37BrF48NO11S in total (ωB97M-V/def2-TZVPD, OMol25).

Each line ends with the Mulliken charge.
Positions of all 138 atoms, in Å:
Br  -4.345  2.255  -2.116  -0.17
S  -3.129  -0.041  1.157  -0.18
F  -9.154  -6.206  0.296  -0.33
F  -2.013  5.167  5.332  -0.22
F  -2.408  6.163  -2.586  -0.19
F  11.442  -1.376  3.111  -0.28
F  7.287  -4.505  -0.193  -0.20
F  -9.258  -7.065  -1.720  -0.30
F  -0.370  7.329  5.282  -0.20
F  0.555  0.925  -0.672  -0.21
F  5.023  -0.359  -0.391  -0.23
F  5.848  -2.155  0.570  -0.29
F  1.038  5.869  0.414  -0.35
F  4.639  0.947  -2.875  -0.13
F  -1.715  6.552  7.650  -0.28
F  -10.346  -8.574  0.228  -0.27
F  10.372  0.424  1.405  -0.28
F  1.278  3.416  -1.105  -0.36
F  13.217  -5.237  1.012  -0.31
F  2.411  0.270  -4.457  -0.18
F  0.977  2.274  -2.950  -0.25
F  5.037  -5.479  -2.690  -0.31
F  9.291  -1.608  2.736  -0.31
F  -8.023  -9.132  -3.248  -0.22
F  11.767  -0.907  0.366  -0.24
F  -6.128  -10.063  -3.826  -0.27
F  13.920  -1.883  1.711  -0.22
F  7.431  -6.152  -1.628  -0.26
F  12.410  -3.516  -0.042  -0.28
F  -3.333  4.817  3.621  -0.23
F  -4.355  7.161  -2.621  -0.30
F  1.559  6.295  -2.179  -0.18
F  7.878  -2.125  -1.359  -0.28
F  -2.964  7.467  4.030  -0.23
F  -0.537  5.235  -0.945  -0.24
F  7.677  -0.326  -0.144  -0.29
F  15.058  -3.322  0.514  -0.26
F  -4.997  6.744  4.428  -0.34
F  5.435  2.021  -4.593  -0.34
F  4.365  -0.378  -5.205  -0.26
F  -4.743  -8.053  -2.680  -0.31
F  -4.291  7.572  0.002  -0.33
F  -0.142  7.663  -2.347  -0.23
F  -1.437  8.585  8.367  -0.31
F  0.752  7.564  7.149  -0.26
F  2.316  0.134  -1.720  -0.17
F  6.531  -3.909  -2.855  -0.28
F  -8.555  -9.530  -0.587  -0.25
F  -5.987  -9.153  -1.275  -0.30
F  -2.616  8.497  -1.072  -0.31
O  -6.578  -7.087  -1.957  -0.40
O  -0.815  7.052  0.336  -0.41
O  -6.082  -0.688  2.073  -0.74
O  4.850  -3.738  -1.365  -0.45
O  11.952  -3.841  2.139  -0.42
O  -8.367  -1.578  -0.365  -0.28
O  -2.670  8.286  6.576  -0.40
O  3.547  2.724  -3.706  -0.44
O  -5.409  -2.835  2.247  -0.78
O  -7.545  -3.615  0.078  -0.59
O  -9.691  -1.239  1.420  -0.49
N  -4.287  -0.401  -0.048  -0.04
C  0.048  6.311  -0.406  0.91
C  -2.186  6.701  0.412  -0.41
C  -3.767  7.456  6.256  -0.76
C  -3.281  5.283  4.885  0.06
C  -3.685  -0.403  -1.382  -1.18
C  -8.997  -8.483  0.143  0.04
C  -1.580  7.827  7.251  0.81
C  3.149  3.027  -2.381  -0.72
C  -2.216  0.655  -3.101  -1.37
C  -3.499  6.452  -1.849  0.19
C  1.810  2.451  -1.906  0.79
C  4.843  -2.340  -1.571  -0.84
C  -7.139  -6.834  -0.677  -0.29
C  5.709  -1.517  -0.609  0.98
C  14.169  -3.192  1.525  0.17
C  -3.113  7.315  -0.643  0.76
C  12.878  -3.930  1.146  0.86
C  7.080  -1.062  -1.113  0.18
C  -9.519  -1.824  0.407  0.68
C  -4.937  -1.700  0.247  0.54
C  -0.297  8.024  6.431  0.17
C  1.825  1.192  -1.034  0.09
C  -6.727  -8.887  -3.518  0.20
C  -10.475  -2.777  -0.246  -0.61
C  6.570  -5.350  -0.964  0.19
C  3.572  0.699  -4.979  0.18
C  -3.714  6.751  4.894  0.95
C  0.753  7.142  -1.490  0.08
C  10.671  -3.281  1.928  -0.86
C  -7.349  -2.489  -0.285  -0.05
C  5.739  -4.560  -1.986  0.74
C  -5.533  -1.736  1.700  0.42
C  4.288  1.624  -3.987  0.70
C  10.533  -1.777  2.196  0.89
C  -6.028  -8.277  -2.295  0.81
C  -2.987  0.880  -1.803  0.39
C  -8.630  -7.155  -0.525  0.91
C  -6.046  -1.947  -0.815  -0.44
C  10.566  -0.846  0.983  0.56
H  -3.946  4.684  5.511  0.28
H  -2.520  7.125  1.358  0.11
H  -4.187  -2.501  0.205  0.38
H  -2.319  1.246  -1.027  0.43
H  5.039  -2.073  -2.610  0.49
H  1.341  7.946  -1.045  0.24
H  9.779  -1.110  0.278  -0.19
H  3.821  -2.034  -1.351  0.35
H  -2.103  -0.798  0.694  0.09
H  -2.327  5.622  0.488  0.47
H  -10.639  -2.471  -1.282  0.33
H  -0.156  9.084  6.211  0.24
H  -10.055  -3.784  -0.228  -0.10
H  -2.975  -1.248  -1.484  0.31
H  -5.690  -2.714  -1.514  0.19
H  10.259  -3.548  0.954  0.45
H  2.989  4.103  -2.390  0.32
H  -6.650  -8.206  -4.367  0.24
H  -11.422  -2.738  0.295  0.32
H  -6.266  -1.026  -1.356  0.45
H  -8.576  -8.535  1.150  0.32
H  -4.608  8.143  6.173  0.38
H  3.942  2.832  -1.658  0.37
H  -7.060  -5.755  -0.550  0.05
H  -1.880  1.602  -3.528  0.40
H  3.387  1.224  -5.917  0.26
H  -4.001  6.754  7.057  0.35
H  2.424  1.350  -0.134  0.31
H  -1.339  0.028  -2.906  0.29
H  14.588  -3.620  2.438  0.24
H  -4.480  -0.574  -2.113  0.43
H  -3.986  5.527  -1.531  0.22
H  10.042  -3.751  2.682  0.44
H  -6.547  -7.281  0.122  0.41
H  -2.850  0.151  -3.837  0.39
H  6.987  -0.457  -2.018  0.27
H  5.914  -5.953  -0.334  0.24

Computed properties:
**E_tot**: -10156.6142 a.u.
**ΔE to the lowest compared entry with this formula, charge and spin**: 0.000 eV
**Frontier orbital gap**: 6.40 eV
**Total charge**: -1
**HOMO energy**: -0.180 Eh
**Spin multiplicity**: 1

# 3
# C39H37CrN11O4S

A structure of composition C39H37CrN11O4S in a non-equilibrium geometry (ωB97M-V/def2-TZVPD, OMol25).

Each line ends with the Mulliken charge.
Positions of all 93 atoms, in Å:
Cr  -0.999  0.373  0.260  -1.27
S  1.621  -1.385  0.604  1.09
O  -0.527  -3.009  -1.249  -0.56
O  -0.629  -2.966  2.781  -0.40
O  -0.959  -0.687  -1.306  1.02
O  2.355  -1.752  -0.654  -1.04
N  1.047  -1.369  -3.470  0.25
N  -0.963  1.109  2.036  1.39
N  -0.326  1.926  -0.886  1.18
N  -2.809  1.437  0.385  1.25
N  1.009  0.133  0.493  0.53
N  2.413  -3.197  -3.255  -0.34
N  -1.430  -1.430  1.164  0.62
N  -3.560  -1.197  -2.264  -0.45
N  -1.819  3.264  1.629  -0.62
N  -0.514  -0.859  3.281  -0.38
N  1.227  -2.876  -5.213  -0.33
C  3.991  -2.133  1.752  -0.63
C  2.914  -1.267  1.856  0.23
C  -1.111  2.437  2.326  0.04
C  0.446  2.423  6.219  -0.76
C  0.178  3.680  5.686  -0.61
C  -0.333  3.826  4.399  -0.54
C  3.766  -0.418  3.926  -0.89
C  -0.890  -1.730  2.303  0.37
C  1.766  1.190  -0.041  -0.07
C  3.746  2.493  -0.569  -0.98
C  1.017  2.144  -0.792  -0.76
C  0.142  -0.475  -4.165  -0.66
C  1.648  3.211  -1.468  1.24
C  -4.950  3.114  -0.168  -0.48
C  -0.537  2.677  3.665  -0.08
C  -0.366  -4.369  0.817  -1.26
C  -2.769  2.742  0.768  0.18
C  4.964  -2.133  2.741  -0.83
C  -1.221  -3.653  -0.151  0.19
C  -5.055  1.741  -0.378  -1.19
C  1.548  -2.484  -3.969  0.87
C  0.847  4.015  -2.306  -0.94
C  0.217  1.264  5.482  -0.18
C  -3.809  3.610  0.417  -0.85
C  -0.589  0.428  3.147  -0.27
C  -2.488  -2.176  -2.370  -0.46
C  -1.500  -1.920  -1.233  1.05
C  -0.481  3.723  -2.457  -1.24
C  -1.834  -2.252  -3.775  -1.10
C  -1.028  2.665  -1.722  -0.34
C  -1.966  -2.362  0.190  -1.40
C  -3.964  0.951  -0.094  -0.62
C  -0.265  1.414  4.198  0.34
C  4.851  -1.277  3.827  -0.57
C  3.131  1.384  0.039  -0.51
C  2.790  -0.413  2.942  0.31
C  -0.193  -4.052  2.088  -0.36
C  -1.314  -0.954  -4.407  -0.62
C  3.038  3.395  -1.311  -1.12
H  0.124  0.436  -3.574  -0.47
H  1.301  4.837  -2.844  0.46
H  5.812  -2.797  2.659  0.44
H  3.750  0.676  0.560  0.58
H  -5.954  1.293  -0.771  0.51
H  -3.158  -0.263  -2.286  0.01
H  3.521  4.230  -1.798  0.47
H  0.595  -0.212  -5.125  0.75
H  -1.936  -4.377  -0.567  0.49
H  1.651  -3.687  -5.626  0.21
H  5.609  -1.282  4.598  0.40
H  2.629  -2.863  -2.316  0.24
H  -3.696  4.650  0.682  0.57
H  4.814  2.618  -0.455  0.45
H  0.576  -2.346  -5.762  0.15
H  0.835  2.347  7.225  0.44
H  3.680  0.256  4.767  0.51
H  -0.556  4.798  3.983  0.56
H  0.349  -4.700  2.763  0.50
H  -1.118  4.297  -3.113  0.53
H  -2.080  2.426  -1.819  0.43
H  1.300  -1.157  -2.514  -0.18
H  0.405  0.282  5.890  0.61
H  -3.047  -2.463  0.316  0.26
H  1.953  0.269  3.004  0.32
H  -2.915  -3.166  -2.178  0.57
H  -4.203  -1.276  -3.044  0.37
H  -2.640  -2.594  -4.429  0.61
H  -1.980  -0.146  -4.102  0.44
H  -1.448  -1.039  -5.488  0.33
H  0.078  -5.293  0.475  0.40
H  -1.077  -3.038  -3.773  0.34
H  2.667  -4.131  -3.530  0.24
H  4.071  -2.783  0.893  0.42
H  0.364  4.560  6.286  0.43
H  -5.765  3.775  -0.427  0.47
H  -3.982  -0.111  -0.304  0.68

Computed properties:
**<S²>**: 0.756
**E_tot**: -3854.2065 a.u.
**ΔE to the lowest compared entry with this formula, charge and spin**: 2.246 eV
**Frontier orbital gap (alpha / beta)**: 6.97 / 7.03 eV
**Total charge**: +1
**HOMO energy (alpha / beta)**: -0.366 / -0.368 Eh
**Spin multiplicity**: 2

> The lowest ΔE to the lowest compared entry with this formula, charge and spin belongs to which entry?

C39H37BrF48NO11S